(1)
# C31H32N8O4S3SeSr

A structure of composition C31H32N8O4S3SeSr at a distorted geometry (the ωB97M-V functional and the def2-TZVPD basis, OMol25).

ORCA input file:
```
! RIJCOSX wB97M-V def2-TZVPD def2/J DEFGRID3
* xyz -2 1
Sr 1.018 -0.664 -0.885
N 2.930 -2.461 -0.236
C 3.621 -2.061 1.016
C 3.520 -0.548 1.293
O 4.456 0.007 1.927
N 2.392 -0.019 0.837
C 2.129 1.388 1.106
C 0.623 1.692 0.938
O 0.161 2.718 1.493
O -0.075 0.851 0.268
H 2.744 -3.451 -0.265
H 3.514 -2.254 -1.038
H 4.677 -2.332 1.044
H 3.132 -2.557 1.857
H 2.676 2.049 0.411
H 2.437 1.679 2.111
C 0.587 -5.436 -3.096
C 0.279 -4.044 -2.532
S 1.298 -2.722 -3.134
C -0.729 -3.925 -1.654
C -1.507 -5.186 -1.275
S -1.320 -2.421 -0.918
H 1.352 -5.356 -3.866
H -0.308 -5.906 -3.538
H 0.960 -6.121 -2.316
H -2.176 -5.506 -2.092
H -2.123 -4.984 -0.400
H -0.844 -6.034 -1.048
Se 2.395 1.723 -8.471
N 0.892 1.441 -7.557
C 1.254 1.201 -6.342
C 0.311 0.935 -5.256
C -1.070 0.908 -5.459
C -1.900 0.657 -4.397
C -1.328 0.444 -3.144
N -0.019 0.467 -2.950
C 0.798 0.699 -3.979
C 2.268 0.696 -3.709
N 2.674 0.432 -2.459
C 3.971 0.424 -2.178
C 4.948 0.684 -3.131
C 4.543 0.954 -4.415
C 3.183 0.959 -4.719
C 2.688 1.226 -6.073
N 3.464 1.491 -7.066
H -1.456 1.083 -6.456
H -2.973 0.613 -4.516
H -1.940 0.231 -2.272
H 4.237 0.214 -1.141
H 5.994 0.664 -2.858
H 5.255 1.165 -5.203
C -0.930 4.100 4.746
C 0.236 3.129 4.527
C -0.180 1.673 4.652
N -1.042 1.290 3.536
C -1.246 0.008 3.204
S -0.592 -1.312 3.962
N -2.122 -0.116 2.079
C -3.425 0.315 2.021
O -4.015 0.449 0.963
C -4.171 0.624 3.303
C -4.184 -0.227 4.403
C -4.917 0.113 5.537
C -5.661 1.285 5.568
C -5.687 2.112 4.450
C -4.946 1.778 3.325
H -0.617 5.133 4.567
H -1.315 4.033 5.771
H -1.755 3.876 4.062
H 1.031 3.323 5.251
H 0.649 3.279 3.525
H -0.736 1.508 5.580
H 0.689 1.020 4.680
H -0.993 1.912 2.729
H -1.681 -0.283 1.179
H -3.628 -1.156 4.375
H -4.902 -0.545 6.399
H -6.227 1.550 6.455
H -6.291 3.012 4.451
H -4.958 2.408 2.442
*
```

Output
Highest occupied orbital energy = -0.28 eV
Frontier orbital gap = 3.4 eV

Löwdin population analysis, charges in e, atoms 1 to 2: number 1, Sr, carries 1.138; number 2, N, carries -0.060

(2)
# C31H32N8O4S3SeSr

A structure of composition C31H32N8O4S3SeSr at a distorted geometry (the ωB97M-V functional and the def2-TZVPD basis, OMol25).

ORCA input file:
```
! RIJCOSX wB97M-V def2-TZVPD def2/J DEFGRID3
* xyz -2 1
Sr -1.429 1.272 -0.484
N -0.367 -0.565 1.352
C -1.275 -0.620 2.516
C -2.763 -0.626 2.118
O -3.557 -1.119 2.951
N -2.996 -0.102 0.938
C -4.351 -0.186 0.435
C -4.470 0.133 -1.075
O -5.612 0.064 -1.559
O -3.412 0.467 -1.697
H -0.613 -1.309 0.703
H 0.583 -0.751 1.652
H -1.088 0.258 3.145
H -1.117 -1.505 3.141
H -5.031 0.507 0.952
H -4.787 -1.178 0.596
C -2.379 1.865 -4.632
C -1.206 1.761 -3.678
S -0.806 3.256 -2.804
C -0.610 0.557 -3.519
C -1.134 -0.629 -4.301
S 0.734 0.202 -2.404
H -2.674 2.908 -4.740
H -3.235 1.303 -4.242
H -2.138 1.468 -5.625
H -0.947 -0.520 -5.379
H -2.213 -0.746 -4.164
H -0.646 -1.542 -3.963
Se -2.164 8.895 2.998
N -3.128 7.976 1.803
C -2.549 6.820 1.646
C -3.044 5.772 0.761
C -4.194 5.923 -0.014
C -4.600 4.882 -0.816
C -3.856 3.701 -0.812
N -2.781 3.548 -0.055
C -2.358 4.558 0.698
C -1.095 4.355 1.447
N -0.420 3.220 1.230
C 0.710 3.013 1.882
C 1.246 3.922 2.793
C 0.576 5.107 3.000
C -0.611 5.340 2.310
C -1.349 6.597 2.435
N -0.980 7.570 3.214
H -4.736 6.859 0.025
H -5.474 4.962 -1.447
H -4.124 2.849 -1.431
H 1.220 2.083 1.652
H 2.172 3.699 3.303
H 0.950 5.864 3.677
C 4.386 -1.227 0.593
C 3.121 -1.045 -0.239
C 2.606 -2.331 -0.859
N 2.317 -3.347 0.148
C 1.207 -4.088 0.221
S -0.175 -3.881 -0.648
N 1.265 -5.115 1.193
C 2.299 -5.913 1.611
O 2.228 -6.536 2.654
C 3.488 -6.101 0.701
C 3.352 -6.197 -0.682
C 4.468 -6.433 -1.467
C 5.720 -6.562 -0.877
C 5.854 -6.479 0.502
C 4.735 -6.261 1.292
H 4.793 -0.264 0.906
H 5.164 -1.743 0.021
H 4.205 -1.806 1.505
H 3.292 -0.348 -1.061
H 2.323 -0.593 0.353
H 3.367 -2.743 -1.535
H 1.699 -2.126 -1.431
H 3.069 -3.578 0.777
H 0.378 -5.299 1.639
H 2.378 -6.088 -1.143
H 4.361 -6.503 -2.542
H 6.592 -6.730 -1.496
H 6.828 -6.584 0.962
H 4.809 -6.212 2.370
*
```

Output
Highest occupied orbital energy = -0.12 eV
Frontier orbital gap = 2.9 eV

Löwdin population analysis, charges in e, atoms 1 to 2: number 1, Sr, carries 1.144; number 2, N, carries -0.056

(3)
# C31H32O7

A cluster of 2 separate species, C31H32O7 in total at a distorted geometry (the ωB97M-V functional and the def2-TZVPD basis, OMol25).

ORCA input file:
```
! RIJCOSX wB97M-V def2-TZVPD def2/J DEFGRID3
* xyz 0 1
C -0.867 -6.901 1.649
O 0.441 -6.683 1.072
C 1.024 -5.472 1.277
C 2.358 -5.318 0.821
C 3.051 -4.174 1.124
C 2.420 -3.097 1.795
C 3.095 -1.842 2.011
C 2.361 -0.660 2.148
C 2.960 0.585 2.264
C 2.262 1.728 2.742
C 2.838 3.031 2.668
C 2.182 4.129 3.173
C 0.903 3.972 3.769
O 0.320 5.093 4.266
C -0.973 4.963 4.901
C 0.296 2.691 3.831
C 0.978 1.599 3.336
C 1.098 -3.274 2.262
C 0.388 -4.423 1.980
H -1.079 -7.947 1.431
H -0.860 -6.729 2.735
H -1.621 -6.252 1.179
H 2.809 -6.128 0.252
H 4.104 -4.071 0.846
H 4.123 -1.751 1.654
H 1.269 -0.711 2.070
H 3.980 0.716 1.899
H 3.821 3.142 2.207
H 2.606 5.130 3.132
H -1.184 5.970 5.259
H -1.735 4.646 4.175
H -0.942 4.254 5.741
H -0.696 2.572 4.271
H 0.525 0.611 3.434
H 0.630 -2.493 2.866
H -0.647 -4.526 2.311
C 8.218 -7.205 8.242
O 7.065 -6.374 8.490
C 6.432 -5.791 7.436
C 5.278 -5.029 7.747
C 4.542 -4.455 6.728
C 4.918 -4.635 5.395
C 4.061 -4.040 4.282
C 4.474 -2.690 3.884
C 5.665 -2.555 3.065
O 6.135 -3.443 2.378
O 6.181 -1.272 2.970
C 5.987 -0.442 4.135
C 6.719 -1.017 5.334
C 6.435 0.966 3.759
O 4.571 -0.358 4.426
C 3.917 -1.561 4.602
O 2.877 -1.597 5.233
C 6.096 -5.311 5.087
C 6.851 -5.918 6.087
H 8.515 -7.517 9.242
H 7.961 -8.080 7.630
H 9.024 -6.636 7.761
H 4.990 -4.933 8.792
H 3.677 -3.825 6.950
H 4.136 -4.677 3.393
H 3.025 -3.969 4.634
H 6.364 -2.027 5.582
H 7.791 -1.052 5.106
H 6.550 -0.351 6.189
H 5.860 1.324 2.904
H 6.265 1.635 4.607
H 7.496 0.949 3.498
H 6.437 -5.329 4.050
H 7.748 -6.490 5.836
*
```

Output
Highest occupied orbital energy = -7.17 eV
Frontier orbital gap = 5.8 eV

Löwdin population analysis, charges in e, atoms 1 to 2: number 1, C, carries -0.063; number 2, O, carries -0.083

(4)
# C31H33AsN3O4S5Tc

A structure of composition C31H33AsN3O4S5Tc at a distorted geometry (the ωB97M-V functional and the def2-TZVPD basis, OMol25).

ORCA input file:
```
! RIJCOSX wB97M-V def2-TZVPD def2/J DEFGRID3
* xyz 2 1
Tc -0.373 1.051 1.408
O 5.847 3.394 -0.563
C 5.505 3.489 0.795
C 4.179 2.829 1.014
C 3.626 2.691 2.285
C 2.385 2.111 2.415
N 1.666 1.654 1.379
C 2.212 1.755 0.147
C 3.451 2.333 -0.060
C 1.421 1.157 -0.942
C 1.832 1.145 -2.264
C 1.077 0.473 -3.218
C 1.514 0.440 -4.652
O 2.720 1.149 -4.781
C -0.083 -0.170 -2.796
C -0.452 -0.083 -1.472
N 0.271 0.571 -0.557
H 6.713 3.786 -0.710
H 5.421 4.534 1.120
H 6.248 3.006 1.441
H 4.150 3.029 3.168
H 1.945 2.002 3.396
H 3.879 2.408 -1.047
H 2.733 1.641 -2.586
H 0.720 0.877 -5.270
H 1.622 -0.608 -4.956
H 3.050 1.068 -5.680
H -0.697 -0.727 -3.491
H -1.359 -0.548 -1.117
S -1.268 -2.710 5.468
As -1.706 -1.311 4.036
S -0.693 1.954 3.522
S 0.103 -1.044 2.334
S -0.877 0.676 5.013
O -4.572 0.317 0.885
C -3.419 0.476 1.014
N -2.237 0.643 1.124
C 1.336 -6.081 -2.219
C 0.066 -5.594 -1.939
C -0.097 -4.539 -1.058
C 1.013 -3.946 -0.444
C 2.285 -4.451 -0.737
C 2.444 -5.515 -1.606
C 0.930 -2.818 0.487
C -0.110 -2.445 1.242
C -1.425 -3.117 1.432
C -1.525 -4.196 2.308
C -2.759 -4.788 2.548
C -3.899 -4.303 1.927
C -3.801 -3.247 1.029
C -2.573 -2.654 0.786
H 1.459 -6.893 -2.924
H -0.800 -6.034 -2.414
H -1.090 -4.165 -0.868
H 3.153 -4.017 -0.254
H 3.431 -5.907 -1.811
H 1.851 -2.249 0.588
H -0.633 -4.578 2.789
H -2.823 -5.632 3.223
H -4.860 -4.758 2.125
H -4.682 -2.891 0.512
H -2.492 -1.854 0.064
C -2.011 3.162 -2.404
C -2.686 3.589 -1.109
S -1.422 4.259 0.013
O -0.684 3.058 0.574
C -2.526 4.912 1.307
C -3.471 3.903 1.933
H -2.729 2.674 -3.061
H -1.202 2.459 -2.201
H -1.596 4.023 -2.927
H -3.163 2.752 -0.603
H -3.409 4.386 -1.285
H -3.061 5.723 0.808
H -1.859 5.354 2.048
H -4.281 3.621 1.262
H -3.917 4.338 2.827
H -2.935 3.003 2.232
*
```

Output
Highest occupied orbital energy (alpha / beta) = -13.05 / -13.05 eV
Frontier orbital gap (alpha / beta) = 4.7 / 4.7 eV

Löwdin population analysis, charges in e, atoms 1 to 2: number 1, Tc, carries 1.016; number 2, O, carries -0.036

(5)
# C31H33BBrCdF8N4O3PS

A structure of composition C31H33BBrCdF8N4O3PS (the ωB97M-V functional and the def2-TZVPD basis, OMol25).

ORCA input file:
```
! RIJCOSX wB97M-V def2-TZVPD def2/J DEFGRID3
* xyz 0 1
Cd 0.257 -0.530 -1.211
F -3.380 -5.908 3.240
C -2.720 -4.811 2.889
C -2.394 -3.865 3.842
F -2.739 -4.056 5.113
C -1.706 -2.727 3.461
F -1.405 -1.857 4.426
C -1.325 -2.490 2.146
P -0.448 -0.940 1.675
C 1.035 -0.964 2.729
C 1.775 0.218 2.796
C 2.976 0.248 3.486
C 3.465 -0.904 4.088
C 2.746 -2.086 3.999
C 1.535 -2.117 3.323
C -1.554 0.308 2.427
C -2.768 0.511 1.771
C -3.682 1.436 2.254
C -3.376 2.188 3.378
C -2.165 1.997 4.027
C -1.261 1.056 3.561
C -1.665 -3.464 1.201
Br -1.243 -3.319 -0.636
C -2.353 -4.607 1.571
F -2.683 -5.538 0.677
H 1.415 1.109 2.290
H 3.537 1.172 3.547
H 4.406 -0.880 4.622
H 3.125 -2.989 4.460
H 0.992 -3.052 3.253
H -3.003 -0.070 0.882
H -4.629 1.581 1.751
H -4.083 2.920 3.748
H -1.926 2.575 4.910
H -0.331 0.901 4.091
F 1.656 0.436 -3.073
B 1.171 -0.495 -4.056
F 0.686 -1.612 -3.269
F 2.197 -0.926 -4.866
F 0.129 0.070 -4.746
C 4.890 -1.203 -3.451
N 4.098 -1.790 -2.372
C 3.586 -3.119 -2.686
C 3.668 -1.083 -1.332
S 2.371 -1.632 -0.328
N 4.321 0.056 -1.017
C 3.690 1.074 -0.189
C 5.777 0.126 -1.018
H 4.418 -1.471 -4.393
H 5.914 -1.582 -3.440
H 4.891 -0.121 -3.371
H 4.413 -3.724 -3.055
H 2.817 -3.042 -3.455
H 3.162 -3.578 -1.800
H 2.631 1.159 -0.413
H 4.164 2.029 -0.421
H 3.813 0.858 0.874
H 6.210 -0.798 -1.387
H 6.116 0.274 0.011
H 6.136 0.959 -1.624
C -1.462 3.007 -3.710
C -2.853 2.561 -3.269
C -2.932 2.144 -1.783
C -4.313 1.520 -1.458
C -5.529 2.294 -1.957
C -2.700 3.384 -0.930
O -3.446 4.337 -0.950
N -1.586 3.393 -0.118
C -0.573 2.441 -0.081
O 0.388 2.591 0.650
N -0.739 1.348 -0.874
C -1.869 1.089 -1.555
O -1.984 -0.046 -2.043
H -1.495 3.363 -4.740
H -0.741 2.190 -3.676
H -1.093 3.827 -3.090
H -3.183 1.709 -3.867
H -3.564 3.376 -3.409
H -4.387 1.394 -0.377
H -4.304 0.521 -1.897
H -5.514 3.326 -1.614
H -6.436 1.818 -1.581
H -5.584 2.292 -3.045
H -1.449 4.210 0.461
*
```

Output
Highest occupied orbital energy = -8.75 eV
Frontier orbital gap = 8.8 eV

Löwdin population analysis, charges in e, atoms 1 to 2: number 1, Cd, carries 1.282; number 2, F, carries 0.145

(6)
# C31H33BF2O3S

A cluster of 2 separate species, C31H33BF2O3S in total at a distorted geometry (the ωB97M-V functional and the def2-TZVPD basis, OMol25).

ORCA input file:
```
! RIJCOSX wB97M-V def2-TZVPD def2/J DEFGRID3
* xyz 0 1
C 1.400 -5.428 -0.818
O 0.140 -4.733 -0.722
C 0.057 -3.543 -0.067
C -1.226 -2.919 -0.045
C -1.338 -1.608 0.247
C -0.250 -0.837 0.885
B -0.210 0.816 0.540
C -0.655 -0.773 2.339
C 0.198 -0.652 3.421
C -0.493 -0.535 4.665
C -1.865 -0.458 4.508
C -2.898 -0.304 5.558
S -2.303 -0.664 2.832
O 0.776 1.518 1.214
C 0.351 2.904 1.281
C 0.744 3.524 2.612
C 1.113 3.611 0.173
C -1.218 2.804 1.028
C -2.034 2.814 2.307
C -1.796 3.804 0.049
O -1.391 1.510 0.383
C 1.062 -1.503 0.738
C 1.195 -2.812 0.390
H 1.183 -6.238 -1.517
H 2.201 -4.789 -1.222
H 1.691 -5.832 0.161
H -2.087 -3.523 -0.361
H -2.293 -1.107 0.086
H 1.276 -0.632 3.333
H -0.008 -0.450 5.633
H -2.404 -0.311 6.536
H -3.458 0.636 5.443
H -3.615 -1.134 5.500
H 0.459 4.592 2.622
H 0.276 3.039 3.474
H 1.832 3.480 2.738
H 0.810 4.661 0.080
H 2.184 3.605 0.411
H 0.984 3.090 -0.789
H -2.091 3.834 2.707
H -3.054 2.481 2.084
H -1.626 2.152 3.083
H -1.575 4.831 0.363
H -1.397 3.616 -0.955
H -2.880 3.664 0.019
H 1.949 -0.942 1.037
H 2.179 -3.304 0.438
F 5.515 1.355 -3.129
C 4.206 1.030 -2.883
C 3.267 2.062 -2.804
C 1.950 1.712 -2.533
C 1.565 0.372 -2.231
C 0.176 0.095 -1.891
C -0.532 -0.860 -2.735
C -1.671 -0.485 -3.501
C -2.274 -1.369 -4.388
C -1.766 -2.662 -4.491
F -2.361 -3.548 -5.351
C -0.696 -3.104 -3.716
C -0.097 -2.196 -2.862
C 2.551 -0.631 -2.418
C 3.871 -0.314 -2.730
H 3.555 3.099 -2.969
H 1.177 2.484 -2.590
H -0.417 0.987 -1.678
H -2.059 0.529 -3.407
H -3.122 -1.051 -4.991
H -0.334 -4.129 -3.773
H 0.696 -2.557 -2.206
H 2.284 -1.677 -2.290
H 4.622 -1.097 -2.853
*
```

Output
Highest occupied orbital energy = -5.71 eV
Frontier orbital gap = 4.2 eV

Löwdin population analysis, charges in e, atoms 1 to 2: number 1, C, carries -0.034; number 2, O, carries -0.055